{
  "formula": "C42H108F4HgN8O26S4",
  "method": "wB97M-V/def2-TZVPD",
  "species": ["Hg", "N", "S", "O", "O", "F", "S", "O", "O", "F", "N", "S", "O", "O", "F", "S", "O", "O", "F", "C", "C", "O", "O", "H", "H", "H", "H", "H", "H", "C", "C", "O", "O", "H", "H", "H", "H", "H", "H", "C", "C", "O", "O", "H", "H", "H", "H", "H", "H", "C", "O", "C", "C", "N", "C", "C", "O", "C", "H", "H", "H", "H", "H", "H", "H", "H", "H", "H", "H", "H", "H", "H", "H", "C", "O", "C", "C", "N", "C", "C", "O", "C", "H", "H", "H", "H", "H", "H", "H", "H", "H", "H", "H", "H", "H", "H", "H", "C", "O", "C", "C", "N", "C", "C", "O", "C", "H", "H", "H", "H", "H", "H", "H", "H", "H", "H", "H", "H", "H", "H", "H", "C", "O", "C", "C", "N", "C", "C", "O", "C", "H", "H", "H", "H", "H", "H", "H", "H", "H", "H", "H", "H", "H", "H", "H", "C", "O", "C", "C", "N", "C", "C", "O", "C", "H", "H", "H", "H", "H", "H", "H", "H", "H", "H", "H", "H", "H", "H", "H", "C", "O", "C", "C", "N", "C", "C", "O", "C", "H", "H", "H", "H", "H", "H", "H", "H", "H", "H", "H", "H", "H", "H", "H"],
  "coordinates": [[2.0541, -0.9267, -2.3312], [1.0437, -0.0333, -0.6540], [0.7736, 1.3109, 0.0006], [1.4537, 1.7420, 1.2461], [-0.3913, 2.1047, -0.3503], [1.8484, 2.0434, -1.0054], [-0.4244, -0.6202, -0.0487], [-1.6743, -0.3762, -0.8104], [-0.5579, -0.6913, 1.4345], [-0.0467, -2.1688, -0.2948], [2.4570, -3.1063, -2.4848], [3.0086, -4.1369, -1.2227], [4.4695, -4.2077, -1.1652], [2.1459, -5.2515, -0.7944], [2.7633, -3.0479, -0.0535], [2.6365, -4.2952, -3.4219], [1.5785, -5.2841, -3.5690], [3.9841, -4.6977, -3.8227], [2.2591, -3.1988, -4.6228], [4.8872, 3.3524, -0.6203], [4.7078, 3.4242, -2.1665], [4.5521, 2.1950, -2.6965], [6.2189, 3.0619, -0.2406], [4.3551, 2.5691, -0.0803], [4.5469, 4.2904, -0.1816], [5.5480, 3.9638, -2.6034], [3.8457, 4.0555, -2.3818], [4.7441, 2.2079, -3.6370], [6.3798, 2.1155, -0.2358], [-5.0195, -1.8059, -2.5546], [-4.7052, -3.3426, -2.2873], [-3.9018, -3.5059, -1.1624], [-3.8350, -0.9829, -2.5155], [-5.7497, -1.3739, -1.8704], [-5.4955, -1.7738, -3.5347], [-4.1085, -3.6547, -3.1444], [-5.6542, -3.8775, -2.2503], [-3.8170, -4.4353, -0.9376], [-3.3730, -1.1658, -1.6941], [5.8387, -0.8881, 0.1195], [4.3603, -0.3416, 0.2188], [3.9164, -0.0363, -1.1532], [6.7014, 0.2226, -0.0626], [6.0213, -1.6420, -0.6462], [6.1385, -1.4370, 1.0122], [4.3594, 0.6016, 0.7653], [3.7165, -1.0112, 0.7891], [4.2581, 0.7908, -1.5006], [7.5939, -0.0352, 0.1796], [-5.8761, -10.5279, 0.2020], [-4.8235, -9.8681, -0.4320], [-3.5563, -10.0181, 0.1190], [-3.3770, -9.3239, 1.5212], [-3.3445, -7.8431, 1.3648], [-3.1973, -7.2498, 2.6603], [-3.1437, -5.7187, 2.5295], [-1.9947, -5.3736, 1.7640], [-1.8445, -3.9477, 1.7204], [-6.8080, -10.4958, -0.3625], [-6.0614, -10.0501, 1.1640], [-5.6119, -11.5824, 0.2807], [-2.8667, -9.4761, -0.5281], [-3.2972, -11.0768, 0.1203], [-2.4751, -9.7483, 1.9622], [-4.2597, -9.4912, 2.1385], [-2.5078, -7.6393, 0.8371], [-2.2653, -7.5061, 3.1641], [-4.0238, -7.5276, 3.3143], [-2.9912, -5.2483, 3.5009], [-4.0633, -5.4447, 2.0123], [-0.8541, -3.7610, 1.3053], [-1.8320, -3.6222, 2.7606], [-2.6013, -3.3754, 1.1839], [1.5660, -1.7230, 3.5286], [2.7569, -2.2209, 4.1403], [3.9146, -1.4197, 3.9148], [3.7833, -0.0158, 4.4422], [5.1038, 0.6426, 4.6920], [6.0457, 0.6122, 3.4995], [7.4296, 1.2217, 3.9465], [8.2183, 0.4134, 4.8121], [7.8763, 0.4226, 6.1976], [1.5448, -1.5514, 2.4524], [1.1415, -0.9042, 4.1095], [0.8824, -2.5572, 3.6866], [4.2048, -1.3955, 2.8644], [4.7123, -1.9065, 4.4758], [3.0533, 0.0450, 5.2494], [3.2555, 0.5477, 3.6729], [5.5865, 0.1390, 5.4224], [5.6258, 1.1869, 2.6740], [6.2044, -0.3963, 3.1174], [7.3785, 2.2205, 4.3799], [8.0612, 1.2874, 3.0606], [7.6556, 1.3956, 6.6366], [8.6946, 0.0731, 6.8273], [7.1348, -0.3723, 6.2780], [5.0317, -1.2803, -3.8604], [3.7037, -0.8073, -3.8964], [3.4225, -0.1603, -5.1067], [1.9273, 0.1325, -5.1244], [1.5629, 0.7357, -3.8986], [0.1423, 0.9037, -3.8945], [-0.6936, -0.4163, -3.9876], [-0.0269, -1.4467, -3.2262], [-0.7446, -2.7218, -3.3085], [5.2567, -2.0172, -4.6314], [5.1635, -1.8139, -2.9192], [5.7897, -0.5113, -4.0092], [3.7211, -0.7098, -5.9994], [3.9577, 0.7891, -5.1209], [1.4263, -0.8171, -5.3125], [1.7890, 0.6672, -6.0642], [1.8994, 1.6814, -4.0107], [-0.2126, 1.7443, -4.4907], [-0.1463, 1.1751, -2.8790], [-0.7022, -0.7575, -5.0228], [-1.6863, -0.1528, -3.6228], [-1.8116, -2.5376, -3.1838], [-0.3704, -3.4485, -2.5874], [-0.7175, -3.1078, -4.3275], [4.7568, 7.4370, -2.2164], [3.3969, 7.5810, -1.7147], [2.6391, 8.5678, -2.4676], [1.3715, 8.9310, -1.6044], [0.3127, 7.9379, -1.7460], [0.7436, 6.6481, -1.1836], [-0.3094, 5.5688, -1.3941], [-0.6233, 5.4225, -2.7350], [-1.6200, 4.3830, -2.9674], [5.3807, 8.3306, -2.2343], [4.7407, 6.8730, -3.1490], [5.2292, 6.7668, -1.4983], [2.3260, 8.2620, -3.4659], [3.1210, 9.5450, -2.4979], [0.9308, 9.8688, -1.9425], [1.6526, 9.1370, -0.5716], [0.1300, 7.8292, -2.7334], [0.9488, 6.7301, -0.1162], [1.5486, 6.2265, -1.7854], [-1.2412, 5.8402, -0.8978], [0.0269, 4.6708, -0.8759], [-2.6486, 4.6546, -2.7302], [-1.3734, 3.5271, -2.3390], [-1.5418, 3.8904, -3.9366], [-1.2755, 4.5527, 2.8471], [-2.1582, 3.5323, 3.2888], [-1.5311, 2.2816, 3.3463], [-2.4990, 1.2812, 4.0024], [-2.7307, 1.4494, 5.3952], [-3.7274, 0.5065, 5.8746], [-3.2668, -0.9274, 5.7485], [-1.9707, -1.1366, 6.4019], [-1.3631, -2.4033, 6.0457], [-1.6792, 5.5556, 2.9862], [-0.9704, 4.3437, 1.8217], [-0.3995, 4.6449, 3.4890], [-0.6668, 2.3253, 4.0091], [-1.1517, 1.9537, 2.3785], [-2.1775, 0.2715, 3.7470], [-3.4359, 1.3708, 3.4526], [-1.8155, 1.3292, 5.8051], [-4.7092, 0.6558, 5.4253], [-3.8303, 0.7249, 6.9375], [-3.2738, -1.1818, 4.6886], [-4.0023, -1.5490, 6.2592], [-0.3568, -2.4711, 6.4590], [-1.1934, -2.4954, 4.9730], [-1.9568, -3.2175, 6.4613], [-8.2583, -0.0583, -4.2877], [-7.3890, 0.1314, -3.2114], [-7.3505, 1.4184, -2.6573], [-6.3414, 1.6524, -1.4887], [-4.9877, 1.5730, -1.9963], [-3.8594, 1.7939, -0.9764], [-4.0485, 3.0503, -0.1277], [-4.4174, 4.1515, -0.9373], [-4.8233, 5.3224, -0.1326], [-9.3262, 0.0007, -4.0777], [-7.9939, -1.0602, -4.6258], [-8.1085, 0.6576, -5.0959], [-8.2893, 1.5052, -2.1103], [-7.2844, 2.2482, -3.3610], [-6.6523, 0.9320, -0.7321], [-6.5955, 2.5673, -0.9534], [-4.7505, 0.7059, -2.4566], [-2.9074, 1.8910, -1.4982], [-3.7264, 0.8938, -0.3762], [-3.1851, 3.2499, 0.5070], [-4.8759, 2.7868, 0.5310], [-4.0100, 5.5630, 0.5520], [-5.7442, 5.2212, 0.4417], [-5.0792, 6.1245, -0.8249]],
  "forces_ev_per_a": [[0.5, -0.1, 0.9], [-2.6, -4.4, 0.1], [1.6, 8.1, 3.1], [-1.0, -1.8, -1.3], [-0.3, -0.2, -0.3], [0.5, 0.3, -0.8], [-2.2, -1.1, 2.8], [2.9, -0.9, 0.7], [0.2, 0.1, -2.4], [-0.2, 0.3, -0.8], [1.1, -2.5, 5.3], [1.0, 0.8, 5.4], [-2.3, -0.3, -0.3], [1.8, 2.2, -1.3], [-0.3, -0.2, -0.4], [-0.6, -1.9, -9.2], [1.2, 1.2, 0.6], [-1.7, 0.4, 0.9], [0.0, -0.8, -1.0], [0.4, -0.7, -0.3], [-0.2, 2.6, 2.2], [-0.1, -2.8, -1.2], [0.9, 1.2, -0.1], [-1.2, 0.1, -0.8], [0.4, 0.2, 0.0], [0.5, 0.0, 0.2], [-0.4, 0.1, 0.1], [0.0, -0.1, 0.0], [-0.2, -0.4, 0.0], [0.7, -1.1, 0.8], [0.0, 1.9, -1.1], [0.0, 0.3, 1.1], [-0.8, -1.0, -1.0], [-0.1, -0.3, 0.3], [0.4, 0.3, -0.2], [-0.3, -0.3, -0.4], [-0.1, -0.1, 0.1], [0.1, -0.1, 0.0], [0.3, 0.0, 0.4], [-1.0, -0.2, 0.8], [1.9, 0.4, -1.5], [0.4, -1.4, 1.9], [0.2, 0.4, -0.2], [-0.7, 0.2, -0.5], [-0.3, 0.2, 0.6], [0.2, 0.0, 0.2], [-0.3, -0.2, -0.9], [0.3, 0.5, 0.1], [0.1, 0.0, -0.1], [0.3, -0.2, 0.4], [-0.7, 0.8, -1.4], [0.2, 0.9, 1.3], [-0.9, 0.2, -1.6], [0.2, -1.7, -0.1], [0.5, 1.7, 0.5], [0.5, -1.0, -0.4], [-0.8, 0.3, -0.5], [1.0, -0.6, 0.6], [0.3, 0.4, -0.4], [-0.2, -0.4, 0.3], [-0.1, -0.3, 0.5], [0.0, -0.2, -0.3], [0.3, -0.2, 0.3], [0.1, 0.1, 0.4], [0.2, -0.5, 0.2], [0.1, 0.4, -0.2], [0.3, -0.5, 0.2], [-0.1, 0.0, 0.0], [-0.6, 0.1, 0.3], [-0.1, 0.6, 0.1], [-0.2, 0.1, -0.1], [0.0, 0.4, 0.1], [-0.2, -0.4, -0.2], [-0.6, -1.2, 0.9], [0.5, 0.6, -0.8], [-0.3, -0.7, 0.8], [0.3, 1.0, -1.1], [-0.3, -0.3, -1.1], [0.1, 0.7, 2.0], [-0.3, -0.6, -0.6], [0.4, 0.2, 0.6], [0.3, -0.9, -0.4], [0.7, 0.3, 0.0], [0.1, 0.4, -0.3], [-0.3, 0.0, -0.1], [-0.1, -0.2, -0.2], [0.1, -0.3, 0.0], [0.7, -0.1, 0.7], [0.2, 0.4, -0.2], [-0.2, -0.1, 0.1], [0.0, 0.3, 0.1], [0.2, -0.2, 0.1], [-0.6, 0.1, 0.0], [-0.1, 0.1, -0.2], [-0.7, 0.1, -0.5], [0.5, -0.2, -0.5], [-0.5, 0.5, 0.8], [0.6, -1.1, 0.3], [1.5, -0.1, -1.4], [-0.7, 0.5, 0.1], [2.0, -1.9, -2.2], [-0.6, 1.2, -1.6], [-2.5, -0.7, 2.6], [1.4, 0.5, -0.9], [-2.0, -0.4, -0.6], [-0.5, 0.8, -0.6], [-0.5, -0.2, -0.3], [0.1, 0.3, 0.1], [-0.2, 0.5, 0.4], [0.1, -0.4, 0.1], [0.3, 0.3, -0.1], [-0.1, -0.1, 0.5], [-0.5, 0.8, 0.1], [0.6, 0.3, 1.0], [-0.2, -0.4, -0.6], [0.3, 0.6, 0.3], [-0.5, -0.2, -0.2], [-0.1, -0.5, 0.1], [0.0, 0.2, 0.7], [0.2, 0.4, -0.1], [0.7, -0.1, -0.1], [-1.0, -1.2, 1.1], [1.1, 1.5, -1.6], [-0.9, 0.7, 2.5], [-0.1, -0.6, -1.5], [0.4, 0.0, 1.4], [-1.3, -0.9, -1.7], [-1.0, 0.8, 1.8], [-0.5, -1.1, -1.9], [1.0, -0.6, 0.9], [-0.5, 0.4, -0.3], [0.1, 0.4, -0.4], [0.1, 0.0, 0.1], [0.2, -0.3, -0.1], [0.9, -0.2, -0.4], [0.3, 0.2, -0.4], [0.1, -0.5, 0.1], [-0.2, -0.2, -0.1], [0.3, 0.1, -0.2], [0.8, 0.2, 0.6], [-0.3, 0.3, 0.5], [0.2, -0.5, -0.4], [0.1, 0.4, -0.1], [0.0, 0.0, 0.6], [0.1, 1.0, -0.5], [0.2, -0.2, 0.4], [-0.1, 1.1, -0.1], [-0.2, -0.7, 1.2], [-0.1, 0.1, -2.4], [-0.3, 0.9, -0.3], [1.6, 0.3, 1.5], [0.2, -0.7, 0.6], [-0.5, -0.2, -1.2], [-0.2, 0.9, 0.3], [-0.9, -0.2, -0.5], [0.1, 0.3, -0.1], [0.5, -0.6, 0.0], [0.5, 0.2, 0.1], [-0.3, -0.2, -0.2], [0.5, -0.2, -0.1], [-0.4, 0.2, 0.0], [-0.2, -0.3, 0.8], [0.2, 0.0, -0.3], [-0.3, 0.0, 0.2], [0.5, -0.4, 0.0], [-0.1, -0.4, 0.0], [-0.1, 0.4, 0.4], [-0.5, 0.0, -0.2], [-0.1, -0.2, -0.2], [0.4, -0.2, -0.4], [1.0, 0.0, 0.2], [-0.9, 1.1, 2.0], [-0.2, -1.5, -1.4], [1.4, 1.4, 1.6], [-0.7, 0.3, -1.4], [-1.0, -1.0, -0.1], [-0.7, 1.5, 1.0], [0.5, -1.1, -1.0], [-0.2, -0.1, 0.6], [-0.4, 0.0, -0.3], [0.4, 0.1, -0.2], [-0.7, 0.5, -0.2], [0.2, -0.3, -0.5], [0.4, -0.9, 0.4], [0.3, 0.6, -0.7], [-0.4, -0.1, 0.1], [-0.1, -0.1, -0.4], [-0.1, 0.2, 0.6], [0.3, 0.0, -0.1], [-0.3, 0.4, 0.5], [0.0, 0.3, 0.0], [-0.1, -0.8, 0.2], [0.6, 0.0, -0.2]],
  "lowdin_charge": [1.23, -0.39, 0.40, -0.32, -0.33, -0.26, 0.58, -0.30, -0.32, -0.22, -0.34, 0.58, -0.29, -0.26, -0.22, 0.44, -0.27, -0.28, -0.26, -0.20, -0.26, -0.06, -0.08, 0.10, 0.12, 0.12, 0.11, 0.09, 0.03, -0.18, -0.24, -0.06, -0.10, 0.10, 0.11, 0.11, 0.12, 0.09, 0.04, -0.19, -0.13, -0.18, -0.08, 0.11, 0.10, 0.10, 0.09, 0.04, 0.10, -0.12, -0.19, -0.21, -0.18, -0.05, -0.24, -0.22, -0.19, -0.08, 0.09, 0.08, 0.09, 0.12, 0.11, 0.11, 0.10, 0.11, 0.12, 0.12, 0.11, 0.12, 0.08, 0.07, 0.08, -0.10, -0.18, -0.23, -0.20, -0.04, -0.16, -0.19, -0.20, -0.11, 0.07, 0.09, 0.08, 0.09, 0.12, 0.12, 0.11, 0.05, 0.11, 0.09, 0.12, 0.11, 0.09, 0.08, 0.08, -0.08, -0.31, -0.20, -0.22, -0.10, -0.18, -0.16, -0.32, -0.04, 0.10, 0.08, 0.10, 0.14, 0.11, 0.12, 0.13, 0.14, 0.13, 0.09, 0.12, 0.12, 0.07, 0.09, 0.09, -0.09, -0.22, -0.19, -0.21, -0.06, -0.19, -0.27, -0.18, -0.06, 0.08, 0.08, 0.08, 0.12, 0.10, 0.10, 0.12, 0.10, 0.13, 0.11, 0.12, 0.11, 0.08, 0.06, 0.07, -0.11, -0.19, -0.21, -0.23, -0.05, -0.21, -0.22, -0.19, -0.09, 0.08, 0.08, 0.08, 0.12, 0.10, 0.10, 0.12, 0.11, 0.12, 0.11, 0.11, 0.11, 0.08, 0.06, 0.08, -0.12, -0.20, -0.22, -0.22, -0.02, -0.15, -0.23, -0.21, -0.07, 0.08, 0.09, 0.08, 0.11, 0.12, 0.11, 0.11, 0.06, 0.09, 0.10, 0.12, 0.11, 0.08, 0.07, 0.08],
  "gap_ev": [3.96, 7.62],
  "homo_ev": [-2.8, -6.1],
  "fmax_ha_per_bohr": 0.1833,
  "multiplicity": 2,
  "charge": -1,
  "s_squared": 0.758
}